# 1
Computed, not measured: a gas-phase ion, C5H11NO (charge +1) at a distorted geometry, with ωB97M-V with the def2-TZVPD basis set.

Results
LUMO energy (spin up / spin down): -4.16 / -8.09 eV
Gap between HOMO and LUMO (spin up / spin down): 10.895 / 7.395 eV
Charge: +1
ΔE to the lowest compared entry with this formula, charge and spin: 191.8 kJ/mol
2S+1: 2
⟨S²⟩: 0.7563

Geometry as XYZ:
```
18
Properties=species:S:1:pos:R:3:forces:R:3:mulliken_charge:R:1
O -0.60304 -2.79436 -0.85684 0.162 -0.667 -0.223 -0.250
N -0.41891 -0.59089 1.69488 -0.919 -0.281 -1.302 -0.234
C -0.61048 -0.79137 0.34083 0.081 0.571 -0.509 -0.087
C 0.05415 0.28316 -0.63231 0.956 1.212 0.555 0.597
C -0.84650 1.51330 -0.81617 -1.832 -0.405 -1.056 -1.709
C 0.06586 -2.17617 -0.12279 -0.161 0.661 0.058 -0.021
C 1.39987 0.75018 -0.05542 1.153 0.783 0.680 -1.456
H 0.48040 -0.85420 2.07021 -0.105 0.399 0.556 0.272
H 1.08304 -2.38582 0.25763 -0.108 -0.108 -0.147 0.365
H 1.91120 0.20280 0.75344 -0.431 -0.715 -0.492 0.357
H 1.36804 1.73076 0.45296 -0.641 -0.166 -0.441 0.366
H -1.08969 2.14725 0.03058 0.688 -0.056 0.371 0.401
H 0.17736 -0.11055 -1.64636 -0.002 -0.530 0.402 0.430
H -0.41396 2.08657 -1.63638 0.357 0.307 0.315 0.433
H 2.16920 0.88758 -0.80835 -0.071 -0.151 -0.331 0.368
H -1.23408 -0.38397 2.26043 0.403 -0.230 0.407 0.291
H -1.63079 -0.81797 -0.04022 -0.290 -0.155 0.823 0.465
H -1.86167 1.30371 -1.24614 0.761 -0.468 0.335 0.410
```
Forces are in eV/Å.

---

# 2
Computed, not measured: a single C4H6N2O molecule at a distorted geometry, with ωB97M-V with the def2-TZVPD basis set.

Results
LUMO energy: 0.72 eV
Gap between HOMO and LUMO: 9.268 eV
ΔE to the lowest compared entry with this formula, charge and spin: 200.8 kJ/mol
2S+1: 1
Structure (SMILES): Cc1c[nH]c(O)n1

Geometry as XYZ:
```
13
Properties=species:S:1:pos:R:3:forces:R:3:mulliken_charge:R:1
O -2.74088 0.75787 -0.10375 0.286 0.430 -0.007 -0.479
N -0.37529 0.96732 -0.13326 0.056 -0.170 0.004 -0.647
N -1.31404 -1.04247 0.10696 -0.479 0.348 -0.069 0.004
C 0.03806 -1.27279 0.31023 2.814 0.453 -2.775 -0.496
C 0.60019 -0.00164 0.01782 -0.746 1.015 1.842 0.635
C -1.49179 0.28318 -0.04933 -0.241 -0.539 -0.201 0.450
C 2.05300 0.38436 0.11477 -0.197 -0.072 -0.186 -1.016
H 2.35410 1.04460 -0.70573 -0.113 -0.118 0.124 0.301
H -2.03579 -1.74386 0.14110 -0.011 0.226 0.088 0.169
H 2.20539 0.93287 1.05460 -0.055 -0.140 -0.238 0.247
H -2.67141 1.71945 -0.20861 -0.060 -0.159 0.030 0.364
H 0.67419 -1.53230 -0.67239 -1.040 -1.403 1.388 0.153
H 2.70429 -0.49659 0.12760 -0.214 0.128 -0.002 0.316
```
Forces are in eV/Å.

---

# 3
Computed, not measured: a single C5H9N molecule at a distorted geometry, with ωB97M-V with the def2-TZVPD basis set.

Results
LUMO energy: 0.80 eV
Gap between HOMO and LUMO: 9.859 eV
ΔE to the lowest compared entry with this formula, charge and spin: 170.3 kJ/mol
2S+1: 1
Structure (SMILES): C=NC(=C)CC

Geometry as XYZ:
```
15
Properties=species:S:1:pos:R:3:forces:R:3:mulliken_charge:R:1
N -0.92912 0.28225 -0.59183 -0.659 -0.024 0.440 -0.422
C 0.20263 -2.17332 0.33943 -0.241 0.468 0.499 -1.032
C 0.03330 0.43147 0.43647 1.739 -0.204 -0.849 0.558
C -0.88637 1.06838 -1.57857 0.464 -0.379 0.079 -0.395
C 0.89947 -0.82987 0.54383 0.177 0.317 -1.291 -0.450
C 0.51992 1.60868 0.82698 -1.046 0.433 0.773 -0.959
H -0.05057 2.51312 0.64159 0.150 0.031 -0.168 0.340
H -0.11892 -2.54060 1.31471 -0.012 -0.380 -0.147 0.270
H 1.63258 -0.82558 1.34767 -0.410 0.135 0.428 0.412
H 1.38088 1.71855 1.47076 -0.038 -0.236 0.113 0.266
H -0.68295 -2.03451 -0.27669 0.001 -0.051 0.005 0.340
H 0.85158 -2.87886 -0.17253 0.088 -0.157 0.258 0.305
H 1.53040 -0.65318 -0.33864 0.084 -0.303 -0.060 0.225
H -0.14550 1.87192 -1.62352 -0.018 0.036 -0.192 0.281
H -1.50919 0.85505 -2.44239 -0.277 0.313 0.111 0.261
```
Forces are in eV/Å.

---

# 4
Computed, not measured: a molecular structure, C46H96F14N8O14S6 at a distorted geometry, with ωB97M-V with the def2-TZVPD basis set.

Results
LUMO energy: -3.36 eV
Gap between HOMO and LUMO: 9.541 eV
Charge: +2
2S+1: 1

Geometry as XYZ:
```
184
Properties=species:S:1:pos:R:3:forces:R:3:mulliken_charge:R:1
S 5.46807 5.75325 -2.10992 1.606 1.064 0.570 1.235
S 0.01446 2.23305 0.25948 -0.445 -5.850 -1.801 0.120
S 2.78045 5.34229 -2.04976 -1.692 0.236 -0.143 0.976
S -0.36728 1.07347 2.81874 -3.184 0.744 -2.690 1.199
S -1.43806 -1.49830 -2.94707 -1.334 0.256 1.136 0.150
S -2.89779 -3.94930 -2.86139 0.669 0.333 0.727 0.690
F 7.49574 7.08876 -3.28561 -0.734 -0.107 0.279 -0.222
F -2.93149 -4.82333 -5.37594 0.533 0.278 -0.779 -0.189
F 1.63407 3.60222 -3.58123 0.738 1.502 -0.303 -0.219
F -0.42981 0.67136 -4.11444 -0.384 -1.116 0.568 -0.117
F 1.28659 2.72560 0.96585 1.329 0.873 0.621 -0.075
F -0.70189 -0.90865 -5.49212 0.845 -1.740 -1.182 -0.193
F 1.39418 5.65347 -4.34855 1.142 -0.668 0.741 -0.211
F -2.42073 0.11908 -4.77029 0.510 -0.631 0.526 -0.236
F 3.33762 4.59347 -4.62882 -1.808 0.592 1.787 -0.237
F -0.65591 2.58652 3.49710 0.307 -1.085 -1.344 -0.333
F 5.58700 7.09850 -4.30032 -0.390 -0.036 -1.219 -0.200
F -4.68499 -3.73151 -4.68098 -0.633 0.470 -0.766 -0.215
F -4.33683 -5.75883 -4.10031 -0.569 -0.996 0.379 -0.213
F 5.89365 8.40226 -2.63965 -0.039 -0.081 0.412 -0.208
O 5.82889 4.59240 -2.90449 -0.568 0.520 0.686 -0.666
O 2.81769 6.61558 2.11877 -2.003 -0.987 1.843 -0.308
O -2.03291 -0.58387 -1.96836 0.950 -1.096 -1.027 -0.103
O -1.73080 -4.76155 -2.53373 -0.708 0.072 -0.488 -0.565
O -0.14400 -2.07818 -2.68878 0.009 0.289 -0.293 -0.155
O 3.16797 4.13988 -1.41114 0.413 -2.079 0.662 -0.767
O -1.52474 0.35982 3.30627 1.133 -0.258 0.665 -0.648
O 1.51942 5.88670 -1.58818 0.868 0.701 0.083 -0.711
O -0.91519 3.29626 0.38393 -0.103 1.309 -0.574 -0.292
O 0.96054 0.85403 3.21735 1.570 -0.639 1.295 -0.604
O -3.93005 -3.88057 -1.84043 0.464 0.003 -0.716 -0.587
O 0.45569 1.60043 -0.99628 -1.072 2.352 2.382 -0.031
O -2.15549 5.78638 2.91355 -1.193 0.207 -1.322 -0.308
O 5.95980 5.82861 -0.73633 -0.118 -0.270 -1.255 -0.633
N -0.49532 0.95620 1.17496 0.634 2.400 1.585 -0.361
N 3.98146 6.28129 -2.15104 -0.543 1.004 -0.654 -0.643
N -0.65689 -2.59869 6.02784 0.635 -1.471 -0.579 0.425
N 0.28699 6.09980 1.49589 -0.184 -0.809 0.767 0.804
N -5.85962 -0.39342 -0.75007 0.485 1.609 -0.411 0.574
N 1.83550 -5.18537 -3.65503 1.121 -2.128 1.319 0.006
N -2.50975 -2.54521 -3.46789 0.277 0.451 -0.226 -0.421
N 5.33501 1.55180 -0.27980 2.576 0.386 0.415 1.125
C 1.42409 -1.85616 5.03633 -0.162 1.166 1.272 -0.726
C -0.17016 -1.49386 6.94841 0.497 -1.228 -1.736 -0.696
C 2.39922 -3.59293 -1.65243 -0.958 -0.912 1.083 0.328
C 7.40985 0.44186 0.05188 0.212 -0.125 -0.854 -0.565
C 0.63699 6.60944 2.86812 -1.205 1.268 0.170 -0.512
C -4.28894 1.45424 -0.28652 -0.156 -0.432 1.813 -0.146
C -8.08837 -1.63406 -0.62716 -0.798 0.975 -0.257 -0.159
C 0.07634 -2.43324 4.67214 -0.013 0.832 0.795 -0.356
C 4.60212 -0.28376 -1.85897 -0.620 -1.165 0.468 -0.485
C -8.75937 -2.87340 -0.08203 0.532 -0.191 -1.517 -0.746
C 0.57001 -2.69874 0.02393 0.731 1.101 0.085 0.516
C -4.80284 -2.15556 4.74545 -0.185 -0.240 -1.457 -0.825
C -1.20193 -0.40962 -4.42350 -1.481 3.186 0.247 0.339
C 4.18679 6.61476 2.31252 1.164 -0.082 -0.147 -0.752
C -4.25765 -3.55670 4.84635 1.863 1.515 0.042 -0.857
C 1.06474 -6.52961 -3.89238 0.768 1.571 0.389 -0.577
C 1.17865 -5.19722 -5.92123 -0.117 0.683 0.028 -0.643
C -6.64839 -1.56982 -0.26050 0.396 0.918 1.851 -0.694
C 2.26985 4.82079 -3.74318 -0.028 -1.621 -2.250 0.527
C -2.69026 -3.57711 4.93879 -0.608 -0.674 -0.446 -0.301
C -5.60987 2.10752 -0.68364 -0.785 0.267 -0.714 -0.746
C -6.63971 0.93060 -0.72170 0.537 -0.140 0.836 -0.713
C -2.27725 5.93444 1.46031 1.105 -2.333 1.299 0.085
C 1.16266 -1.02677 6.34684 0.769 -1.129 1.426 -0.587
C 6.15557 7.20586 -3.13636 0.885 -0.645 0.871 0.522
C 6.46174 2.63365 -0.25811 -0.080 -0.134 0.224 -0.014
C 4.14767 -0.69965 -3.25068 1.254 0.781 -0.495 -0.300
C -3.13184 4.89550 3.44320 -1.207 0.410 0.652 -0.660
C -4.66241 0.03903 0.16220 -0.032 -1.945 -1.065 -0.702
C 3.30836 -5.36450 -3.85728 -0.098 1.172 0.845 -0.704
C 1.60661 -4.77633 -2.19804 -0.388 -0.282 -0.560 -1.052
C 2.03204 6.29715 3.34662 0.252 0.190 -3.012 -0.716
C 5.09246 1.14163 -1.69417 -0.308 0.001 -0.565 -0.507
C 4.15494 1.97193 0.37643 -2.255 0.240 1.224 -0.832
C -2.14258 -2.49292 5.85258 0.632 0.698 -0.992 -0.840
C -3.76932 -4.61962 -4.38931 0.789 0.419 1.630 0.580
C 7.74279 1.82688 -0.54812 -0.853 0.894 0.677 -0.905
C 1.92856 -3.38146 -0.16406 -0.202 -1.252 -0.031 -1.232
C 1.25942 -4.31154 -4.65752 -1.006 1.002 -0.178 0.788
C -1.04859 6.63896 0.97061 1.655 0.121 -0.917 -0.730
C -0.36838 -3.90617 6.70132 1.402 0.381 0.768 -1.069
C -5.34380 -0.64875 -2.15843 0.030 1.388 1.670 -1.450
C -8.29949 -4.20097 -0.68193 -0.053 -0.316 0.702 -1.211
C 0.95493 -6.60166 -5.40167 -0.145 -1.106 0.596 -0.508
C 2.83555 -0.01461 -3.58120 0.736 1.221 -0.079 -1.307
C 5.98061 0.49521 0.55784 0.507 0.462 -0.677 -0.786
H 3.51882 -5.69576 -4.86886 0.169 0.071 0.114 0.449
H 4.39117 2.20709 1.41912 -0.040 0.172 -0.203 0.449
H -4.54708 -4.08132 3.96520 -0.324 -0.898 -0.306 0.456
H 2.17532 -5.11757 -6.36401 -0.386 -0.106 -0.487 0.415
H -9.79295 -2.63803 -0.23884 -0.825 -0.628 0.008 0.379
H 2.27308 6.96313 4.15784 0.312 0.231 0.354 0.452
H 6.02854 1.33341 -2.19623 0.152 -0.302 -0.422 0.309
H 0.19926 -3.37769 4.16233 -0.527 -0.203 -0.088 0.336
H -4.86462 0.28968 -2.42084 0.029 -0.133 -0.567 0.593
H 0.40961 7.68398 2.73628 0.813 -0.254 0.463 0.459
H 4.38229 1.85514 -2.09850 -0.153 0.196 0.035 0.113
H 1.98429 -0.10894 -2.88844 0.625 0.044 0.116 0.087
H -3.03093 3.87557 3.04412 0.302 0.194 0.370 0.189
H 3.75648 2.83814 -0.13372 -0.309 -0.038 0.093 -0.073
H -0.96433 -0.80239 6.90482 -0.483 1.336 0.164 0.399
H -6.18324 -0.87920 -2.77334 -0.405 -0.262 -0.561 0.408
H 6.47188 3.08733 0.73692 -0.137 -0.445 0.125 0.551
H -2.32927 4.86808 1.04990 -0.033 1.548 0.254 -0.094
H -5.89921 -2.32531 4.57324 0.817 1.035 0.598 0.388
H 0.40072 -5.01487 -6.67384 0.413 0.814 0.381 0.350
H -7.22984 -4.35756 -0.66660 0.512 0.329 0.187 0.313
H -5.08126 -0.03951 1.17759 0.341 0.288 -0.287 0.537
H -4.21642 5.17294 3.33404 0.884 0.325 -0.826 0.278
H 5.37389 -0.98330 -1.52262 -0.147 0.018 0.112 0.522
H 0.52187 -4.65977 -2.16445 0.091 0.216 0.397 0.198
H -6.02293 2.86878 0.00969 0.561 -0.566 -0.069 0.359
H -1.13014 -4.02570 7.45834 0.038 -0.218 0.289 0.377
H -8.26118 -1.62670 -1.70888 0.183 0.251 0.009 0.356
H 0.64637 -3.92230 7.15791 -0.708 0.518 -0.116 0.433
H 7.94144 1.86193 -1.61739 -0.040 -0.568 -0.040 0.483
H 1.63069 -7.32792 -3.44166 0.156 -0.227 0.224 0.455
H 1.89696 -1.17303 4.35126 -0.362 0.035 -0.828 0.351
H -0.15502 -1.97077 7.89172 0.294 0.036 1.211 0.394
H 2.01275 -1.25228 7.02529 -0.640 0.134 -0.134 0.322
H 6.24087 3.46695 -0.90955 -0.182 -0.250 -0.524 -0.326
H 2.13046 5.24139 3.65266 0.223 0.316 -0.218 0.333
H 1.09755 6.28679 0.83745 -1.009 -0.283 0.604 0.304
H 2.15277 -2.64196 5.20871 -0.013 -0.154 0.319 0.429
H 2.69196 -2.89856 0.45129 0.091 0.162 -0.340 0.464
H -4.47938 -1.58713 5.63498 -0.867 0.143 -0.563 0.326
H -2.12773 -3.49569 3.98397 -0.919 0.051 0.174 0.298
H -8.63403 -0.78638 -0.16774 0.291 -0.188 -0.497 0.318
H -4.60270 -1.40667 -2.07198 0.408 -0.795 -0.278 0.446
H 1.88128 -4.42450 0.23720 -0.014 0.606 -0.037 0.419
H 7.48945 -0.20462 -0.82030 -0.201 -0.653 0.300 0.168
H 8.03086 0.03276 0.83273 0.606 0.239 0.072 0.534
H -2.23781 -1.44333 5.43773 -0.497 -1.261 0.311 0.292
H -3.11406 6.51982 1.13085 -0.745 0.216 0.138 0.479
H -3.08260 4.99424 4.53451 0.687 -0.639 -0.204 0.275
H 4.59118 7.00997 1.37161 0.352 -0.461 0.371 0.171
H 4.95472 -0.42277 -3.96099 -0.575 0.271 -0.012 0.565
H -0.88936 6.42955 -0.07683 -0.586 0.134 -0.598 0.290
H -5.53408 2.66858 -1.63931 -0.061 -0.695 0.358 0.347
H 3.42292 -3.93932 -1.59368 0.475 0.531 -0.177 0.918
H 1.91430 -5.65654 -1.64027 -0.226 -0.215 0.126 0.609
H 1.89841 -3.42757 -4.71503 -0.186 0.007 -0.378 -0.019
H 0.13258 5.08043 1.58152 0.376 0.256 -0.478 -0.389
H 2.22298 -2.75392 -2.28945 0.259 0.883 -0.216 -0.310
H 4.14950 -1.78636 -3.40305 -0.412 0.044 0.655 -0.283
H 5.47802 -0.40382 0.33488 -0.662 -1.100 0.269 0.349
H 0.70012 -1.62130 -0.19719 -0.235 -0.407 0.086 -0.038
H -4.64454 -3.94726 5.76363 -0.261 -0.936 0.361 0.364
H 3.73350 -4.36267 -3.59265 -0.019 -0.924 -0.830 0.073
H -4.35988 -1.73562 3.80224 -0.504 0.233 0.913 0.040
H -2.55192 -4.62288 5.25812 0.767 0.519 0.401 0.268
H 5.82598 0.77021 1.60936 0.389 -0.032 -0.382 0.550
H 1.10018 0.04726 6.35531 0.274 0.445 -1.047 0.391
H 3.68108 -6.04700 -3.09393 -0.046 -0.242 -0.267 0.313
H -3.83324 1.89992 0.58670 -0.098 0.414 0.447 0.218
H -8.67410 -5.01469 -0.06398 -0.263 -0.105 -0.103 0.368
H 4.61607 5.62984 2.61356 -0.345 0.343 -0.592 0.236
H 1.79189 -7.20610 -5.74167 -0.368 -0.501 -0.290 0.291
H -3.46326 1.50181 -0.96046 0.119 -0.304 -1.123 0.004
H -3.88494 -0.75022 -0.00101 -0.405 0.864 0.344 0.335
H -8.56948 -4.40298 -1.69756 -0.557 0.192 -0.645 0.352
H -6.55754 -1.52442 0.84811 -0.179 -0.071 -0.537 0.147
H -0.13973 -3.05642 -0.70129 -0.397 -0.281 0.143 -0.432
H -2.52261 -2.55103 6.85255 -0.574 0.158 0.548 0.609
H -6.18382 -2.47019 -0.55718 1.037 -0.798 -0.548 0.253
H -1.06476 7.72964 1.07517 0.084 -0.300 0.356 0.444
H -0.11751 6.27755 3.57590 -0.032 -0.323 -0.190 0.350
H 0.17052 -2.74425 1.05337 0.271 -0.298 -0.426 -0.033
H 0.32451 -4.00707 -4.17392 -0.229 0.092 -0.751 -0.560
H 3.64565 -0.46366 -1.32563 0.785 0.245 0.690 0.039
H 3.04603 1.04988 -3.84586 -0.444 -0.573 0.630 0.478
H 2.54069 -0.41522 -4.49160 -1.032 -0.763 -1.882 0.597
H 4.42727 7.28391 3.12052 0.346 0.563 0.393 0.410
H 0.15668 -6.34594 -3.33587 -0.525 -0.292 -0.197 0.340
H -7.17915 0.91801 0.24721 0.018 -0.026 -0.762 0.438
H -7.29200 0.95646 -1.56992 -0.585 0.016 -0.250 0.409
H 8.60187 2.30757 -0.11565 0.244 0.223 0.465 0.434
H -0.02281 -7.06458 -5.65695 0.798 0.355 -0.156 0.409
H -8.58739 -2.91139 0.94921 0.108 -0.050 1.795 0.378
H 3.42552 1.13178 0.41323 0.342 0.619 -0.262 0.410
H -0.33215 -4.75577 6.06888 -0.539 -0.506 -1.051 0.325
H -0.55450 -1.70826 4.15644 0.190 -0.172 -0.415 0.082
```
Forces are in eV/Å.